Version 1
A molecular structure, CHN4S2. Source: the OMol25 dataset; level of theory: ωB97M-V/def2-TZVPD.

CARTESIAN COORDINATES (ANGSTROEM)
C 0.919 -0.484 0.826
N -0.798 0.675 1.018
N 0.166 0.147 1.787
N 0.530 -0.373 -0.385
N -0.520 0.419 -0.162
S -0.591 -0.354 -2.701
S -1.470 0.961 -1.431
H 1.765 -0.991 1.047

Results
LUMO = 3.80 eV
net charge = -1
E_HOMO = -2.739 eV
spin multiplicity = 1

Version 2
A gas-phase ion, CHN4S2 (charge -1). Source: the OMol25 dataset; level of theory: ωB97M-V/def2-TZVPD.

CARTESIAN COORDINATES (ANGSTROEM)
C -2.071 -0.390 0.390
N 0.120 0.161 1.169
N -0.925 -0.263 0.737
N 0.595 0.044 -1.007
N 1.057 0.338 0.167
S 1.490 0.366 -2.274
S 2.481 1.026 0.561
H -2.748 -1.283 0.258

Results
LUMO = 3.70 eV
net charge = -1
E_HOMO = -3.018 eV
spin multiplicity = 1

Version 3
A gas-phase ion, CHN4S2 (charge -1). Source: the OMol25 dataset; level of theory: ωB97M-V/def2-TZVPD.

CARTESIAN COORDINATES (ANGSTROEM)
S -1.423 -1.487 -1.113
N -0.436 -0.464 -0.326
C -0.662 0.350 1.033
N 0.390 1.060 1.185
N 1.252 0.868 0.221
N 0.778 -0.020 -0.652
S 1.638 -0.504 -1.960
H -1.538 0.198 1.611

Results
LUMO = 3.69 eV
net charge = -1
E_HOMO = -3.564 eV
spin multiplicity = 1
SMILES = [S-]n1cnn[n+]1[S-]

It comes down to version 1, which is 0.0263 hartree more stable than the next structure.